68
Properties=species:S:1:pos:R:3:nbo_charge:R:1 method="wB97M-V/def2-TZVPD" largest_force_ev_per_a=3.89 e_lumo_ev=1.790 total_charge=-1 relative_energy_kcal_mol=0.0 homo_lumo_gap_ha=0.3064
C -5.31664 14.19809 -5.34326 -0.66
C -4.00294 14.42032 -6.13572 -0.07
O -3.98582 13.53207 -7.21618 -1.01
H -6.25692 14.52054 -5.79656 0.20
H -5.17194 14.50732 -4.30625 0.18
H -5.45035 13.14014 -5.22377 0.21
H -3.18797 14.18903 -5.47416 0.17
H -3.91255 15.45050 -6.50251 0.16
O -6.31315 11.09502 -3.83496 -0.98
H -5.67250 10.43289 -4.08723 0.50
H -7.00685 11.06235 -4.50895 0.49
O -4.38526 12.53222 -2.45153 -0.93
H -5.01348 12.46148 -3.12760 0.50
H -4.83826 12.43905 -1.62374 0.48
O -6.18456 14.60287 -8.38833 -0.98
H -5.32087 14.39804 -7.95243 0.50
H -6.77452 13.96176 -7.96685 0.44
O -7.46123 16.05260 -4.23637 -0.98
H -8.10526 16.18196 -4.88838 0.50
H -7.65370 16.71564 -3.54847 0.47
O -8.65626 13.33110 -4.55677 -0.96
H -9.30441 14.04112 -4.49423 0.48
H -7.87503 13.61786 -4.09173 0.49
O -5.82196 17.66205 -6.47836 -0.97
H -5.47212 17.40849 -5.62423 0.48
H -6.10559 16.86382 -6.88904 0.49
O -0.63010 13.71844 -4.55050 -0.98
H -0.95351 13.32602 -5.35273 0.49
H -1.29870 14.36327 -4.25775 0.47
O -5.77410 11.50856 -7.20395 -1.01
H -5.59524 11.00463 -8.02243 0.49
H -5.26029 12.28050 -7.13899 0.50
O -1.44271 16.78882 -7.11894 -0.99
H -1.63421 16.64032 -6.19066 0.49
H -1.61662 15.95300 -7.49997 0.49
O -3.70678 15.78199 -9.69979 -1.02
H -3.79978 16.62017 -9.14497 0.49
H -3.10678 15.20252 -9.25699 0.46
O -5.42870 15.09974 -1.71358 -0.96
H -6.01543 14.42374 -2.04613 0.46
H -4.82337 15.39302 -2.45130 0.50
O -2.80635 14.58573 -2.64164 -1.01
H -2.34476 14.57622 -1.84699 0.47
H -3.44822 13.83630 -2.51270 0.51
O -1.83303 12.16405 -6.54491 -0.98
H -1.40404 12.10320 -7.39615 0.48
H -2.66949 12.48554 -6.82200 0.50
O -3.87881 10.55022 -5.33256 -1.00
H -4.68465 10.96784 -5.65164 0.48
H -3.13487 10.89201 -5.79426 0.50
O -3.77967 18.13470 -8.31702 -0.99
H -4.56879 17.93999 -7.82047 0.49
H -3.00857 17.85009 -7.71735 0.51
O -4.99884 17.30075 -3.78257 -0.95
H -5.63356 17.98520 -3.68523 0.47
H -5.56840 16.54657 -3.94007 0.49
O -8.99800 15.63058 -6.32650 -0.96
H -9.78013 15.56764 -6.84546 0.48
H -8.61744 14.74735 -6.45253 0.50
O -1.78567 14.34784 -8.40904 -1.02
H -2.65635 14.06146 -8.00879 0.50
H -1.67386 13.83698 -9.24260 0.49
O -2.02607 16.58550 -4.47538 -0.97
H -2.26498 17.51649 -4.31016 0.48
H -2.46469 16.05345 -3.86572 0.50
O -4.05225 12.37135 -9.54010 -1.00
H -4.20752 12.87675 -8.74324 0.50
H -4.78235 12.51241 -10.15545 0.47